The following is a quantum chemistry calculation of the ion C4H12N2O with charge +2 at a distorted geometry, from OMol25.

Each line ends with the Mulliken charge.
Atoms and positions in Å:
N  0.31  2.04  1.87  -0.4424
C  0.73  1.07  0.74  -0.6621
C  -0.46  0.03  0.42  -0.6669
C  -0.26  -0.55  -0.98  0.0588
N  -1.16  -1.73  -1.30  -0.4781
C  1.16  -1.18  -1.32  -0.2440
O  1.33  -2.29  -0.76  -0.3940
H  -0.41  2.73  1.60  0.3911
H  -0.14  1.64  2.73  0.3719
H  1.18  2.75  2.20  0.4618
H  1.65  0.68  1.11  0.3591
H  0.88  1.68  -0.18  0.3948
H  -1.50  0.38  0.37  0.4474
H  -0.38  -0.64  1.40  0.4097
H  -0.57  0.22  -1.68  0.3906
H  -1.29  -2.55  -0.56  0.3940
H  -2.16  -1.30  -1.46  0.4284
H  -0.86  -2.21  -2.19  0.3891
H  1.96  -0.76  -2.02  0.3907

Its total charge is +2. As for the maximum force: 0.077 Eh/bohr. The value obtained for the total energy is -343.656733 Eh. The value obtained for the energy above the lowest of the compared OMol25 structures with the same formula, charge and spin is 1.778 eV. The frontier orbital gap comes out at 10.68 eV.

=====

The following is a quantum chemistry calculation of a cluster of 2 separate species, C4H12N2O2 in total at a distorted geometry, from OMol25.

Each line ends with the Mulliken charge.
Atoms and positions in Å:
C  -0.09  -1.11  1.16  -1.6579
C  0.64  -0.35  0.07  1.2517
O  1.45  -0.93  -0.72  -0.8286
N  0.78  1.03  0.32  -0.0217
C  1.31  1.46  1.60  -0.9396
O  1.50  1.64  -0.74  -0.4533
H  0.58  -1.30  1.99  0.4147
H  -0.96  -0.55  1.50  0.3815
H  -0.40  -2.07  0.76  0.3618
H  1.33  2.55  1.59  0.2979
H  2.32  1.07  1.78  0.3050
H  0.65  1.13  2.39  0.3599
H  2.03  0.91  -1.11  0.3841
C  -2.13  -0.71  -1.40  -0.8869
N  -0.77  -0.20  -1.43  -0.4444
H  -2.66  -0.57  -2.35  0.3103
H  -2.12  -1.77  -1.16  0.3093
H  -2.69  -0.19  -0.61  0.3011
H  -0.73  0.77  -1.72  0.2526
H  -0.02  -0.81  -1.92  0.3026

Its total charge is 0. As for the maximum force: 0.050 Eh/bohr. The value obtained for the total energy is -419.511855 Eh. The value obtained for the energy above the lowest of the compared OMol25 structures with the same formula, charge and spin is 3.718 eV. The frontier orbital gap comes out at 9.66 eV.

=====

The following is a quantum chemistry calculation of a cluster of 2 separate species, C4H12N2O2 in total at a distorted geometry, from OMol25.

Each line ends with the Mulliken charge.
Atoms and positions in Å:
C  -1.91  0.88  -1.07  -1.4659
C  -1.34  0.21  0.14  0.2983
O  -1.59  0.87  1.32  -0.5969
C  -0.53  -0.88  0.12  0.6356
N  -0.39  -1.72  -1.00  -0.6153
N  -0.06  -1.40  1.37  -0.6071
H  -1.16  1.01  -1.86  0.3408
H  -2.28  1.86  -0.78  0.3766
H  -2.74  0.30  -1.48  0.3762
H  -1.06  0.44  2.01  0.3159
H  0.56  -2.02  -1.12  0.2193
H  -0.72  -1.28  -1.85  0.2514
H  0.61  -2.14  1.21  0.2582
H  -0.82  -1.79  1.93  0.2094
C  2.57  0.93  0.34  -0.5167
O  1.69  0.98  -0.75  -0.5280
H  2.62  1.90  0.86  0.2362
H  3.56  0.70  -0.05  0.2278
H  2.26  0.17  1.07  0.2329
H  0.74  0.96  -0.42  0.3513

Its total charge is 0. As for the maximum force: 0.031 Eh/bohr. The value obtained for the total energy is -419.562201 Eh. The value obtained for the energy above the lowest of the compared OMol25 structures with the same formula, charge and spin is 2.348 eV. The frontier orbital gap comes out at 8.35 eV.

=====

The following is a quantum chemistry calculation of a cluster of 2 separate species, C4H12N2O2 in total at a distorted geometry, from OMol25.

Each line ends with the Mulliken charge.
Atoms and positions in Å:
C  -1.77  -1.87  -0.54  -0.9646
C  -1.49  -0.62  0.48  -0.4838
N  -0.21  0.09  0.38  -0.1206
C  0.67  0.44  1.50  -0.5556
C  2.01  1.12  0.93  0.4099
N  2.05  2.11  0.02  -0.3359
O  3.05  0.78  1.58  -0.6490
H  -0.76  -2.48  -0.61  0.2817
H  -2.44  -2.65  0.13  0.2986
H  -2.24  -1.61  -1.45  0.3382
H  -2.30  0.13  0.64  0.3325
H  -1.58  -1.03  1.55  0.2468
H  0.46  -0.27  -0.34  0.2297
H  0.22  1.30  2.05  0.3653
H  1.07  -0.30  2.24  0.3062
H  1.27  2.44  -0.39  0.2022
H  2.83  2.66  -0.18  0.2056
O  -0.24  -0.44  -2.90  -0.6419
H  0.07  -0.18  -1.92  0.2296
H  -0.68  0.36  -3.16  0.3049

Its total charge is 0. As for the maximum force: 0.104 Eh/bohr. The value obtained for the total energy is -419.527540 Eh. The value obtained for the energy above the lowest of the compared OMol25 structures with the same formula, charge and spin is 3.291 eV. The frontier orbital gap comes out at 9.74 eV.

=====

> Which value of frontier orbital gap does entry 3 give?

8.35 eV